Record 1
Entry from OMol25: the ion C5H11N2O with charge +1 (ωB97M-V/def2-TZVPD).

Properties
Electronic energy = -10383.488 eV
Structure (SMILES) = C=C[C@@](C)(O)C(N)=[NH2+]
Energy above the lowest of the compared OMol25 structures with the same formula, charge and spin = 48.8 kcal/mol

```
! RIJCOSX wB97M-V def2-TZVPD def2/J DEFGRID3
* xyz 1 1
O 0.186 -1.304 1.197
N -2.034 -0.252 0.696
N -1.019 1.584 -0.275
C 1.540 0.261 0.013
C 0.185 -0.404 0.023
C 0.008 -1.257 -1.226
C 1.953 1.317 0.702
C -1.051 0.380 0.146
H 0.045 -0.636 -2.033
H 0.724 -2.078 1.050
H -1.823 2.108 -0.323
H 2.108 -0.116 -0.734
H -0.885 -1.792 -1.065
H -3.063 0.109 0.650
H 1.392 1.847 1.444
H -0.102 1.770 -0.667
H 0.777 -2.006 -1.335
H 2.908 1.512 0.377
H -1.850 -1.044 1.361
*
```

***

Record 2
Entry from OMol25: an isolated molecule of C13H32N2O2Si (ωB97M-V/def2-TZVPD).

Properties
Electronic energy = -28953.073 eV
Structure (SMILES) = CCCO[Si](C)(C[C@@H](C)CNCCN)OCCC

```
! RIJCOSX wB97M-V def2-TZVPD def2/J DEFGRID3
* xyz 0 1
Si -0.646 1.166 -0.993
O 0.727 1.066 -0.098
O -2.020 1.244 0.001
N 2.207 -1.210 1.611
N 1.384 -2.045 -1.444
C -0.537 2.788 -2.096
C 1.953 -2.508 0.976
C -2.498 -2.598 -1.331
C 3.713 1.292 0.320
C -1.884 0.717 1.287
C 2.605 2.148 0.982
C -1.070 -0.479 -1.995
C 2.402 -2.602 -0.516
C 1.383 2.264 0.046
C -4.051 1.760 2.303
C -1.164 -1.761 -1.106
C 0.022 -2.670 -1.515
C -2.604 1.454 2.456
H 2.396 -3.612 -0.847
H -4.218 2.249 1.402
H -0.358 -0.550 -2.802
H 3.149 -0.956 1.595
H -0.791 0.505 1.428
H -4.715 0.862 2.250
H -4.448 2.377 3.080
H 1.643 -0.485 1.197
H 1.240 -1.113 -1.085
H 3.210 0.324 -0.040
H -2.532 -3.339 -0.608
H -0.807 2.590 -3.143
H 3.978 1.736 -0.628
H 3.035 3.147 1.134
H -2.509 0.695 3.314
H 2.324 1.768 1.974
H -2.591 -3.016 -2.346
H -3.452 -1.998 -0.977
H 0.461 3.051 -2.166
H -0.124 -3.143 -2.471
H -2.007 -0.414 -2.631
H 2.443 -3.274 1.582
H 0.957 -2.750 1.126
H 3.383 -2.144 -0.645
H -1.125 3.621 -1.650
H 0.043 -3.486 -0.858
H 0.638 3.021 0.365
H 4.660 1.072 0.928
H -2.365 -0.263 1.073
H -2.104 2.442 2.577
H -1.080 -1.422 -0.068
H 1.742 2.480 -0.948
*
```

***

Record 3
Entry from OMol25: an isolated molecule of C19H26FN3O2 (ωB97M-V/def2-TZVPD).

Properties
Electronic energy = -31407.922 eV
Structure (SMILES) = CCCCN(CC)Cc1ccc(CNC(=O)Nc2ccc(F)cc2)o1
Energy above the lowest of the compared OMol25 structures with the same formula, charge and spin = 50.2 kcal/mol

```
! RIJCOSX wB97M-V def2-TZVPD def2/J DEFGRID3
* xyz 0 1
F 7.211 -1.665 0.796
O -1.939 0.919 0.027
O 1.416 0.081 -1.536
N 0.771 2.191 -1.027
N 2.741 1.393 -0.193
N -4.333 -0.880 1.081
C -2.908 1.184 0.928
C 1.623 1.122 -0.955
C -0.545 2.052 -1.628
C 6.040 0.367 1.029
C 3.945 -0.723 -0.448
C -3.450 0.055 1.754
C 5.074 -1.478 -0.190
C 3.854 0.583 0.028
C -2.165 -3.405 -0.795
C 4.910 1.117 0.768
C 6.107 -0.926 0.544
C -1.627 2.073 -0.600
C -2.383 3.091 -0.096
C -5.690 -0.419 0.870
C -2.570 -2.445 0.324
C -5.930 0.546 -0.297
C -3.758 -1.565 -0.065
C -3.216 2.515 0.893
C -3.145 -4.557 -0.990
H -4.124 -4.197 -1.296
H 5.157 -2.489 -0.555
H -2.606 -0.521 2.146
H -0.538 1.090 -2.146
H 3.132 -1.136 -1.019
H -3.942 3.021 1.496
H 6.860 0.773 1.599
H -2.829 -3.012 1.221
H -5.669 0.079 -1.244
H -3.996 0.481 2.599
H 0.901 2.982 -0.418
H -1.713 -1.810 0.553
H -6.021 0.054 1.799
H -2.781 -5.235 -1.759
H -1.183 -3.820 -0.557
H -3.439 -0.872 -0.858
H -3.260 -5.117 -0.065
H -4.552 -2.196 -0.471
H -2.065 -2.846 -1.728
H -6.307 -1.312 0.717
H -0.701 2.864 -2.345
H -5.338 1.450 -0.182
H 2.811 2.316 0.211
H -6.981 0.820 -0.329
H 4.846 2.130 1.141
H -2.358 4.119 -0.397
*
```

***

Record 4
Entry from OMol25: a cluster of 2 separate species, C3H4N2O2 in total (ωB97M-V/def2-TZVPD).

Properties
Electronic energy = -10247.369 eV
Energy above the lowest of the compared OMol25 structures with the same formula, charge and spin = 112.9 kcal/mol

```
! RIJCOSX wB97M-V def2-TZVPD def2/J DEFGRID3
* xyz 0 1
O 2.066 -0.919 0.006
O 0.022 1.686 -0.196
N -0.210 -0.611 -0.178
N -2.474 0.076 0.184
C 0.385 0.491 -0.100
C 1.768 0.186 0.128
C -1.592 -0.889 -0.054
H -2.055 -1.842 -0.030
H 0.454 -1.336 0.043
H -2.198 0.990 0.625
H 2.520 1.076 0.997
*
```

***

Record 5
Entry from OMol25: an isolated molecule of C2H4N2O2 (ωB97M-V/def2-TZVPD).

Properties
Electronic energy = -9214.384 eV
Structure (SMILES) = NC(=O)/N=C/O
Energy above the lowest of the compared OMol25 structures with the same formula, charge and spin = 19.3 kcal/mol

```
! RIJCOSX wB97M-V def2-TZVPD def2/J DEFGRID3
* xyz 0 1
O -1.604 0.288 1.314
O 0.494 1.115 -2.299
N 0.165 -1.136 1.475
N -0.258 -0.052 -0.530
C 0.308 0.983 -0.978
C -0.626 -0.233 0.818
H 0.990 -1.531 1.049
H 0.711 1.835 -0.413
H 0.060 0.339 -2.704
H -0.241 -1.607 2.267
*
```

***

Record 6
Entry from OMol25: an isolated molecule of C4H6Br2O (ωB97M-V/def2-TZVPD).

Properties
Electronic energy = -146375.754 eV
Structure (SMILES) = C/C(Br)=C(\Br)CO
Energy above the lowest of the compared OMol25 structures with the same formula, charge and spin = 41.7 kcal/mol

```
! RIJCOSX wB97M-V def2-TZVPD def2/J DEFGRID3
* xyz 0 1
Br 2.434 0.162 0.072
Br -2.042 -0.477 -0.188
O -1.576 2.468 -0.082
C 0.718 -0.595 0.060
C -0.426 0.366 0.064
C -0.366 1.843 0.085
C 0.671 -2.085 0.039
H 0.413 2.065 -0.662
H -0.185 -2.657 0.488
H 1.468 -2.538 0.667
H -2.097 1.854 -0.587
H 0.766 -2.610 -0.869
H 0.222 2.203 0.913
*
```

***

Record 7
Entry from OMol25: a cluster of 17 separate species, C10H54O17 in total (ωB97M-V/def2-TZVPD).

Properties
Electronic energy = -46048.975 eV
Energy above the lowest of the compared OMol25 structures with the same formula, charge and spin = 137.6 kcal/mol

```
! RIJCOSX wB97M-V def2-TZVPD def2/J DEFGRID3
* xyz 0 1
O 3.210 -2.633 2.049
O -0.583 -2.053 -0.759
O -2.880 -1.124 0.822
O 4.877 -0.049 -1.136
O -3.783 -2.946 2.549
O -4.415 2.489 -0.833
O -1.520 5.796 2.146
O 0.060 0.658 0.849
O 5.393 0.487 2.649
O -2.353 -4.819 -1.862
O 2.526 -0.724 -3.809
O 2.690 1.308 0.169
O -4.698 -0.184 -1.699
O -0.921 3.287 -3.927
O 0.734 -4.325 -0.842
O -0.710 3.204 2.294
O 4.579 3.519 0.832
C 1.435 0.124 -3.612
C -1.187 -1.654 -1.979
C 1.074 -5.594 -0.353
C -0.453 2.774 3.642
C 4.756 -1.489 -1.364
C -3.742 3.111 0.208
C -2.619 5.923 2.956
C 1.779 -2.511 1.998
C -1.066 2.754 -2.651
C -2.680 -4.690 -0.466
H -1.763 1.915 -2.663
H 0.704 -6.300 -1.097
H -4.737 0.724 -1.401
H -1.871 -4.372 0.192
H -3.107 -5.589 -0.021
H 5.281 -0.442 2.446
H -3.295 -3.795 -0.375
H 0.140 3.529 4.157
H -3.392 5.333 2.464
H -0.223 2.131 -2.353
H -1.211 4.888 2.175
H 2.146 -5.755 -0.234
H -1.397 2.576 4.149
H 1.276 -1.800 2.653
H -2.363 -1.658 0.218
H -2.540 5.605 3.995
H -2.115 -2.207 -2.121
H -1.505 -0.622 -1.832
H 3.869 -1.668 -1.971
H -3.641 2.365 0.996
H -3.591 -2.269 1.900
H -0.201 3.921 -3.955
H 3.506 -2.740 2.956
H 5.374 3.145 0.451
H -0.155 -0.138 0.362
H 1.167 0.129 -2.555
H -1.237 3.508 -1.882
H -2.285 -0.426 1.094
H -4.864 3.210 -1.280
H 3.328 -0.377 -3.412
H 3.007 2.195 0.337
H -3.621 -2.522 3.393
H 0.132 1.856 3.705
H -0.603 -1.899 -2.866
H 4.600 -2.029 -0.430
H 1.708 1.111 -3.985
H -2.776 3.359 -0.231
H 5.712 -1.809 -1.780
H 1.112 -4.235 -1.720
H -1.400 -4.919 -1.923
H 0.563 -5.830 0.580
H -4.106 -0.614 -1.082
H 4.944 0.943 1.938
H 3.350 0.921 -0.406
H -4.295 3.926 0.676
H -2.902 6.971 2.857
H -0.499 2.451 1.737
H 4.895 4.117 1.509
H 0.580 -0.089 -4.253
H 1.326 -3.451 2.313
H 0.903 0.936 0.492
H 1.395 -2.330 0.994
H 5.272 0.355 -1.911
H -0.100 -2.874 -0.877
*
```

***

Record 8
Entry from OMol25: a cluster of 3 separate species, C22H25O4PS2 in total (ωB97M-V/def2-TZVPD).

Properties
Electronic energy = -62368.263 eV
Structure (SMILES) = O=C1c2cc(S)ccc2C(=O)c2c([PH2]=S)cccc21.C1CCOC1.C1CCOC1

```
! RIJCOSX wB97M-V def2-TZVPD def2/J DEFGRID3
* xyz 0 1
S 1.157 3.089 -0.801
S -5.596 -1.642 -1.378
P 2.265 1.972 0.358
O -0.760 -3.600 0.446
O -0.226 1.135 1.738
O -5.643 4.560 -0.809
O 6.359 -3.095 -0.966
C -2.696 0.731 0.182
C 7.182 -4.222 -0.650
C -1.802 -1.508 -0.010
C 2.086 0.196 0.103
C -3.008 -1.958 -0.534
C 7.568 -2.565 0.993
C 3.140 -0.538 -0.434
C -3.898 0.283 -0.345
C -1.643 -0.165 0.343
C -5.284 4.330 0.553
C -0.639 -2.424 0.181
C 1.768 -2.510 -0.521
C 6.693 -1.998 -0.116
C 8.287 -3.696 0.259
C 2.988 -1.887 -0.742
C 0.856 -0.430 0.321
C -0.332 0.280 0.888
C -6.583 4.350 1.347
C 0.701 -1.778 -0.004
C -4.052 -1.055 -0.716
C -7.058 4.446 -0.965
C -7.578 3.813 0.319
H -6.528 3.754 2.257
H -7.510 2.724 0.261
H 5.768 -1.554 0.258
H -8.612 4.078 0.529
H 3.817 -2.444 -1.161
H 6.949 -2.970 1.796
H 7.230 -1.243 -0.700
H 8.238 -1.820 1.420
H -7.483 5.445 -1.114
H -4.715 0.981 -0.467
H 2.070 2.178 1.723
H -4.575 5.096 0.868
H 9.111 -3.298 -0.335
H 1.625 -3.557 -0.754
H -4.790 3.353 0.630
H 4.084 -0.046 -0.634
H 7.558 -4.651 -1.579
H -5.603 -0.836 -2.443
H -2.554 1.765 0.467
H 8.683 -4.464 0.921
H -7.265 3.848 -1.853
H 6.574 -4.976 -0.139
H 3.645 2.149 0.191
H -6.842 5.374 1.625
H -3.128 -2.999 -0.805
*
```

***

Record 9
Entry from OMol25: a structure of composition C15H41AsMgN2SSi3 (ωB97M-V/def2-TZVPD).

Properties
Electronic energy = -119942.402 eV
Energy above the lowest of the compared OMol25 structures with the same formula, charge and spin = 15.6 kcal/mol

```
! RIJCOSX wB97M-V def2-TZVPD def2/J DEFGRID3
* xyz 2 1
As 3.955 -13.643 -7.374
S 3.792 -9.074 -6.514
Si 1.662 -14.122 -7.022
Si 4.793 -15.359 -8.872
Si 5.080 -13.875 -5.232
Mg 4.635 -11.034 -7.926
N 4.061 -9.759 -9.740
N 6.494 -9.779 -8.068
C 6.503 -8.800 -6.900
C 6.581 -15.909 -8.347
C 1.101 -14.442 -8.744
C 5.404 -15.711 -4.883
C 1.459 -15.551 -5.870
C 3.333 -8.420 -9.340
C 4.645 -14.328 -10.407
C 3.928 -13.210 -3.934
C 6.532 -9.130 -9.438
C 2.685 -8.673 -8.009
C 6.688 -12.903 -5.136
C 3.739 -16.906 -9.006
C 5.365 -9.503 -10.411
C 5.228 -7.984 -6.679
C 1.055 -12.476 -6.336
H 5.286 -8.655 -11.140
H 6.538 -15.786 -4.779
H 5.294 -7.489 -5.685
H 2.202 -7.745 -7.623
H 7.472 -13.260 -5.836
H 7.270 -10.478 -7.996
H 5.042 -7.174 -7.351
H 3.665 -14.439 -10.865
H 3.839 -12.155 -4.110
H 6.673 -9.423 -5.991
H 7.497 -9.364 -9.907
H 3.471 -10.144 -10.493
H 2.610 -8.188 -10.110
H 1.681 -11.646 -6.494
H 7.219 -15.010 -8.244
H 1.577 -16.492 -6.421
H 7.261 -7.998 -6.994
H 5.017 -16.145 -3.963
H 0.445 -15.616 -5.422
H 0.852 -12.581 -5.289
H 3.392 -17.332 -8.065
H 6.528 -11.837 -5.366
H 6.489 -8.039 -9.357
H 3.000 -13.727 -4.014
H 1.944 -9.429 -8.054
H 1.231 -15.564 -9.011
H 0.104 -12.228 -6.880
H 5.438 -14.664 -11.089
H 5.138 -16.486 -5.612
H 2.822 -16.806 -9.567
H 4.351 -13.361 -2.928
H 5.733 -10.409 -10.991
H 4.908 -13.300 -10.250
H 7.048 -13.018 -4.133
H 1.613 -13.819 -9.447
H 6.688 -16.579 -7.496
H 4.122 -7.630 -9.328
H 7.051 -16.447 -9.195
H 0.011 -14.328 -8.648
H 4.305 -17.757 -9.419
H 2.106 -15.457 -4.945
*
```

***

Record 10
Entry from OMol25: a cluster of 2 separate species, C9H11FO in total (ωB97M-V/def2-TZVPD).

Properties
Electronic energy = -14272.619 eV
Structure (SMILES) = O/C=C1\C=CC=CC1.C=CF
Energy above the lowest of the compared OMol25 structures with the same formula, charge and spin = 70.3 kcal/mol

```
! RIJCOSX wB97M-V def2-TZVPD def2/J DEFGRID3
* xyz 0 1
F -0.274 3.346 -3.292
O -0.404 2.389 1.186
C 0.692 -2.361 0.847
C -0.884 -0.409 2.118
C -0.838 -1.644 2.672
C 0.276 1.302 0.759
C 0.741 -1.049 0.183
C 0.048 -2.651 1.986
C 0.070 1.239 -3.876
C -0.077 2.081 -2.843
C -0.002 0.021 1.053
H -0.030 1.987 -1.805
H -0.066 1.600 -4.881
H 1.041 1.736 0.118
H -1.371 -1.935 3.505
H -1.256 2.244 1.665
H 0.027 0.163 -3.980
H 0.344 -1.198 -0.827
H 0.298 -3.533 2.587
H -1.603 0.301 2.454
H 1.782 -0.723 -0.087
H 1.484 -2.908 0.460
*
```

***

| no. | LUMO (eV) | HOMO (eV) | gap between HOMO and LUMO (eV) |
| --- | --- | --- | --- |
| 1 | -3.2 | -14.218 | 11.045 |
| 2 | 0.8 | -8.255 | 9.068 |
| 3 | 0.5 | -8.156 | 8.684 |
| 4 | -0.7 | -9.789 | 9.053 |
| 5 | 0.8 | -10.011 | 10.839 |
| 6 | 0.6 | -8.485 | 9.052 |
| 7 | -0.2 | -9.474 | 9.300 |
| 8 | -1.0 | -8.681 | 7.671 |
| 9 | -5.5 | -14.564 | 9.017 |
| 10 | 0.5 | -7.703 | 8.166 |